Density functional theory data (ωB97M-V/def2-TZVPD) for a cluster of 2 separate species, H2N2O4S in total in a non-equilibrium geometry.

Each line ends with the Mulliken charge.
Element x y z (Å)
N 3.84995 0.73643 -0.12211  0.266
N 3.35369 -0.30500 0.43294  0.091
O 4.92487 0.85832 -0.61574  -0.421
O -0.42215 0.74067 0.09407  -0.437
O 1.24870 -1.24495 -0.49250  -0.408
O 0.69678 1.04746 1.04481  -0.383
S 2.04108 -0.99161 0.85612  0.470
H -0.27479 1.54399 -0.39943  0.369
H 0.67375 -0.47668 -0.60520  0.451

For the molar mass, the calculation gives 126.1 u. As for the total energy: -22028.855 eV. As for the total charge: 0. The HOMO energy (spin up / spin down) is -9.50 / -8.91 eV. As for the orbital gap (spin up / spin down): 7.71 / 6.90 eV.

***

Density functional theory data (ωB97M-V/def2-TZVPD) for a cluster of 8 separate species, C72H94N3O4S in total in a non-equilibrium geometry.

Each line ends with the Mulliken charge.
Element x y z (Å)
C 5.69129 -5.45424 2.32413  -0.037
C 5.47275 -4.24999 2.21999  -1.402
C 5.14648 -2.70473 2.36699  0.884
C 3.71121 -2.63666 3.05669  -0.383
C 3.42660 -1.32129 3.90416  -0.668
N 2.02820 -1.33824 4.45367  -0.462
O 2.72582 -2.93769 2.05182  -0.402
C 2.63330 -1.87624 1.07324  0.341
C 1.70539 -2.39711 -0.09801  0.146
C 1.90057 -3.92894 -0.49668  -0.487
O 1.95899 -4.18527 -1.90443  -0.444
C 0.72676 -3.89532 -2.57015  -0.032
C -0.37954 -5.02432 -2.48717  -0.850
O -0.99109 -5.20900 -1.19360  -0.490
C -1.57752 -4.04737 -0.67940  0.422
C -1.51897 -3.87759 0.82738  -0.703
C -2.07454 -2.64712 1.51086  0.165
C -2.72905 -1.50892 0.75644  -0.056
C -3.26931 -0.17613 1.50506  2.418
C -4.80559 -0.23510 1.87737  -1.421
C -3.13941 0.99453 0.37714  -1.626
C -2.25762 0.21689 2.67505  -0.749
C -2.75838 0.03880 4.17844  2.317
C -1.42956 0.24846 5.10301  -1.748
C -3.78058 1.21436 4.68711  -0.900
C -3.27936 -1.43178 4.55537  -1.580
C -2.81708 -1.71366 -0.76102  -0.377
C -2.25326 -2.96260 -1.45049  -0.900
C 4.02204 -1.23782 0.60989  -0.642
O 4.14504 -1.08981 -0.82410  -0.336
C 3.59962 0.17751 -1.26830  -0.286
C 4.73770 1.24347 -1.60713  -0.251
C 4.26090 2.13955 -2.83609  -1.136
N 5.25454 -1.99034 1.04077  0.836
S 5.47967 -3.27556 -0.20866  -0.177
C 6.51737 -1.14867 0.91918  -1.067
C 6.60864 0.03431 1.97476  0.142
N 7.50252 -0.28067 3.15057  -0.670
H 6.04785 -6.48202 2.03832  0.412
H 5.89645 -2.34116 3.14947  0.324
H 3.68293 -3.50574 3.79543  0.650
H 4.14026 -1.34715 4.79239  0.541
H 3.56462 -0.39289 3.27366  0.156
H 2.13642 -1.28253 5.48006  0.282
H 1.62836 -0.42513 4.18399  0.219
H 2.03990 -1.04044 1.58638  -0.071
H 0.63380 -2.30560 0.29286  -0.436
H 1.73500 -1.77969 -1.04189  0.101
H 2.87430 -4.33776 -0.06028  0.412
H 1.08498 -4.51536 0.04902  0.254
H 0.27596 -2.88297 -2.30199  0.310
H 0.98820 -3.80415 -3.68090  0.223
H 0.12112 -6.01000 -2.76011  0.423
H -1.17358 -4.85166 -3.29228  0.261
H -1.03676 -4.71696 1.42144  0.290
H -1.94946 -2.62984 2.62780  0.106
H -5.38531 -0.30644 0.89537  0.413
H -5.12465 -1.12143 2.49624  0.284
H -5.17174 0.72142 2.37003  0.271
H -3.25237 1.99837 0.90165  0.259
H -4.01904 0.89317 -0.34448  0.179
H -2.14051 0.94713 -0.15380  0.359
H -1.27317 -0.35780 2.58607  -0.530
H -1.96006 1.31541 2.54976  0.344
H -1.62522 0.01807 6.19359  0.386
H -0.59825 -0.43289 4.70528  0.357
H -1.03082 1.31182 4.98415  0.353
H -3.83246 2.03987 3.91075  -0.021
H -3.38727 1.67368 5.67253  0.060
H -4.78341 0.74506 4.90320  0.327
H -3.60656 -2.04748 3.67100  0.331
H -4.13878 -1.30726 5.29683  0.307
H -2.46421 -1.98162 5.13248  0.310
H -3.29621 -0.96308 -1.45891  0.259
H -2.31699 -3.03892 -2.57326  0.344
H 4.03936 -0.16223 0.99712  0.510
H 2.80368 0.60381 -0.57671  0.337
H 3.05415 -0.03949 -2.24905  0.375
H 5.65073 0.66325 -1.93681  0.248
H 4.95015 1.82812 -0.66286  0.118
H 5.15733 2.60813 -3.34112  0.358
H 3.54761 2.93187 -2.43518  0.308
H 3.68023 1.51831 -3.59381  0.291
H 6.72310 -3.02547 -0.77686  0.208
H 7.45677 -1.78257 1.04588  0.532
H 6.60346 -0.67865 -0.11445  0.531
H 5.59495 0.29395 2.43296  0.008
H 6.94484 0.96130 1.42409  0.049
H 6.96764 -0.01401 3.99522  0.283
H 8.22737 0.45648 3.10379  0.332
C -5.03152 -0.67834 -4.52005  -0.529
C -4.49904 -0.10880 -5.67266  -0.479
C -3.94368 -0.91510 -6.65673  -0.746
C -3.92660 -2.29715 -6.49130  -0.437
C -4.46073 -2.86467 -5.33788  -0.570
C -5.01073 -2.05083 -4.35065  -0.442
H -5.46244 -0.04687 -3.75039  0.614
H -4.51749 0.96804 -5.80150  0.587
H -3.52309 -0.46960 -7.55160  0.472
H -3.49639 -2.93095 -7.25895  0.476
H -4.44774 -3.94173 -5.20776  0.590
H -5.42331 -2.49024 -3.44902  0.439
C -4.59494 5.05278 -2.53856  -0.598
C -4.06437 5.63404 -3.68760  -0.372
C -3.50566 4.82914 -4.67974  -0.517
C -3.49076 3.44688 -4.52110  -0.232
C -4.02495 2.87309 -3.37547  -0.102
C -4.56776 3.67106 -2.39353  -0.371
H -5.02521 5.67444 -1.76133  0.397
H -4.08399 6.71134 -3.80966  0.368
H -3.08562 5.27860 -5.57246  0.376
H -3.06165 2.81711 -5.29293  0.409
H -4.01615 1.79525 -3.25139  0.275
H -4.97648 3.20810 -1.50174  0.387
C -2.78311 4.76615 2.59357  -0.358
C -1.80757 4.85573 1.61581  -0.319
C -0.62778 5.54821 1.86015  -0.553
C -0.42149 6.14702 3.09788  -0.356
C -1.39804 6.05475 4.08472  -0.471
C -2.58070 5.36746 3.83176  -0.371
H -3.70286 4.22649 2.39397  0.419
H -1.96644 4.38293 0.65206  0.409
H 0.13038 5.62027 1.08826  0.406
H 0.49977 6.68435 3.29391  0.383
H -1.23719 6.51950 5.05146  0.393
H -3.34409 5.29970 4.59907  0.449
C 6.82884 4.04544 2.84074  -0.141
C 7.83653 4.07942 1.88278  -0.291
C 9.00026 4.80114 2.12252  -0.522
C 9.16031 5.48114 3.32470  -0.388
C 8.15427 5.44400 4.28386  -0.368
C 6.98671 4.72991 4.04072  -0.536
H 5.91890 3.48486 2.65198  0.391
H 7.71427 3.54321 0.94704  0.377
H 9.78296 4.83325 1.37309  0.375
H 10.06964 6.04013 3.51383  0.368
H 8.28036 5.97322 5.22179  0.371
H 6.20026 4.70573 4.78661  0.370
C 2.14496 0.44008 -7.27536  -0.440
C 0.96073 1.12879 -7.51281  -0.505
C -0.22349 0.70112 -6.92282  -0.336
C -0.22193 -0.41009 -6.08717  -0.451
C 0.96305 -1.09666 -5.84673  0.009
C 2.14585 -0.67465 -6.44388  -0.530
H 3.06764 0.77182 -7.73843  0.387
H 0.96058 1.99950 -8.15925  0.381
H -1.14822 1.23460 -7.11353  0.363
H -1.14519 -0.74068 -5.62320  0.438
H 0.96442 -1.96270 -5.19349  0.289
H 3.06882 -1.21379 -6.26058  0.424
C -2.94612 3.76935 7.97447  -0.274
C -3.89665 4.63746 8.49890  -0.369
C -4.67832 4.24293 9.57866  -0.405
C -4.50208 2.98321 10.14050  -0.402
C -3.54891 2.11637 9.61800  -0.410
C -2.77447 2.50687 8.53153  -0.356
H -2.33750 4.07563 7.13004  0.375
H -4.02885 5.62283 8.06533  0.359
H -5.42409 4.91757 9.98364  0.365
H -5.10793 2.67751 10.98606  0.368
H -3.41038 1.13463 10.05770  0.367
H -2.03456 1.82819 8.12134  0.385
C -3.05336 -6.28584 -9.30630  -0.427
C -4.01208 -5.39813 -8.83139  -0.439
C -4.81070 -5.74999 -7.74812  -0.329
C -4.64300 -6.98643 -7.13419  -0.438
C -3.68149 -7.87238 -7.60714  -0.439
C -2.88962 -7.52430 -8.69554  -0.370
H -2.43328 -6.01276 -10.15290  0.365
H -4.13789 -4.43105 -9.30645  0.433
H -5.56316 -5.06020 -7.38181  0.530
H -5.26220 -7.25918 -6.28671  0.387
H -3.54987 -8.83600 -7.12719  0.373
H -2.14382 -8.21770 -9.06743  0.366

For the molar mass, the calculation gives 1097.6 u. As for the total energy: -99667.140 eV. As for the total charge: +1. The HOMO energy is -9.96 eV. As for the orbital gap: 7.07 eV.

***

Density functional theory data (ωB97M-V/def2-TZVPD) for a cluster of 10 separate species, C20H60N6O10 in total in a non-equilibrium geometry.

Each line ends with the Mulliken charge.
Element x y z (Å)
N -2.56961 3.17233 -0.31816  -0.274
C -2.07761 2.34833 0.52484  0.026
N -2.81561 1.27233 0.68284  0.212
O -0.82161 2.50633 1.13984  -0.514
H -1.85461 3.79633 -0.69916  0.373
H -3.47161 2.95733 -0.80216  0.118
H -2.44861 0.50333 1.20684  -0.004
H -3.68161 1.13333 0.20384  0.329
N 0.12339 0.03033 0.77784  2.241
C -0.59961 -0.93067 1.29984  -0.640
N -1.48261 -0.57367 2.16984  -0.037
O -0.53261 -2.18567 0.77484  -0.782
H 0.80539 -0.10567 0.01384  -1.040
H -0.03961 0.99033 1.12084  -0.585
H -2.20861 -1.28367 2.34084  0.284
H -1.32361 0.17833 2.89484  0.323
N 1.57039 1.03533 2.72984  -0.063
C 0.86739 1.70733 3.57184  0.416
N 1.52239 2.67133 4.05684  -0.275
O -0.52161 1.56733 3.79884  -0.820
H 1.04639 0.36433 2.10084  0.125
H 2.58539 1.05633 2.73884  0.330
H 1.05739 3.21333 4.77084  0.240
H 2.44839 2.86433 3.89784  0.172
C -4.95261 -1.00667 -0.60216  -0.587
C -5.76761 0.32233 -0.50616  -0.358
C -6.20061 0.56733 0.92484  -1.319
O -5.13561 1.34533 -0.83616  -0.568
H -4.19961 -1.09567 0.17884  0.009
H -4.42461 -1.10267 -1.60416  0.024
H -5.51761 -1.94067 -0.43616  0.522
H -6.61461 0.13033 -1.09316  0.657
H -6.83461 1.48133 1.10684  0.359
H -5.38861 0.68233 1.60584  0.270
H -6.83961 -0.26967 1.23584  0.401
H -5.61861 1.83633 -1.50516  0.363
C 3.19639 0.97733 0.00284  0.577
C 3.07439 0.51833 -1.47116  -0.153
C 3.96439 -0.68067 -1.81716  -0.910
O 1.89339 0.28533 -1.85316  -0.521
H 2.85339 0.27133 0.72484  -0.368
H 2.55839 1.77933 0.19784  -0.888
H 4.14239 1.34433 0.20884  0.903
H 3.37539 1.31233 -2.07716  0.700
H 3.42439 -1.54367 -1.45316  -0.675
H 4.94839 -0.82067 -1.41016  0.470
H 4.01239 -0.83567 -2.89916  0.439
H 1.76639 0.83233 -2.65816  0.476
C 3.86239 -4.90067 1.33484  -1.461
C 3.46139 -4.00567 0.21584  0.448
C 2.34139 -2.96967 0.51884  -0.907
O 4.41739 -3.39067 -0.28916  -0.552
H 3.88239 -4.32967 2.25684  0.365
H 4.86239 -5.42667 1.18984  0.346
H 3.16339 -5.73667 1.55984  0.309
H 3.22339 -4.57867 -0.64116  0.300
H 1.47439 -3.48867 0.93184  0.336
H 1.96739 -2.55867 -0.39516  0.317
H 2.64139 -2.13067 1.18184  0.103
H 4.03939 -3.07267 -1.10616  0.480
C -1.84261 -5.64167 -2.39116  -1.582
C -1.65561 -4.37767 -1.48216  0.864
C -2.96961 -3.76467 -0.92516  -0.922
O -0.87661 -4.56567 -0.51916  -0.552
H -0.91261 -6.14467 -2.53116  0.402
H -2.14761 -5.23167 -3.33416  0.370
H -2.58261 -6.30167 -1.94516  0.372
H -1.19561 -3.67567 -2.12116  0.206
H -3.48061 -3.18667 -1.72416  0.108
H -2.85161 -3.10067 -0.05316  0.124
H -3.59861 -4.62267 -0.68816  0.452
H -0.77961 -3.69967 -0.08316  0.439
C 1.91539 4.22033 1.13584  -0.840
C 3.39439 4.11433 1.11084  0.875
C 4.01639 4.28833 -0.31416  -1.379
O 4.00839 4.99233 1.76184  -0.530
H 1.57539 5.17733 0.72384  0.395
H 1.56439 4.14933 2.11984  0.179
H 1.53439 3.45133 0.49384  -0.210
H 3.55539 3.11733 1.57284  0.034
H 3.68039 3.51933 -1.05616  0.082
H 5.07239 4.17833 -0.24416  0.402
H 3.67839 5.23333 -0.77616  0.378
H 3.90639 4.79533 2.69184  0.402
C -1.83561 -0.30967 -1.96116  0.429
O -1.57561 -1.29467 -2.92016  -0.633
H -2.56361 0.43433 -2.29716  0.414
H -0.87161 0.26433 -1.75316  -0.478
H -2.25461 -0.69267 -1.00016  -0.141
H -2.42861 -1.66667 -3.17216  0.340
C 0.32139 3.00433 -1.66916  -0.445
O -0.14961 4.26433 -1.26016  -0.594
H 1.41139 2.93033 -1.47916  0.134
H 0.04139 3.10533 -2.69816  0.457
H -0.17561 2.11633 -1.19716  0.017
H 0.44339 4.83033 -1.73416  0.370

For the molar mass, the calculation gives 544.7 u. As for the total energy: -51121.134 eV. As for the total charge: 0. The HOMO energy is -8.37 eV. As for the orbital gap: 8.37 eV. The structure (SMILES) is NC(N)=O.NC(N)=O.NC(N)=O.CC(C)O.CC(C)O.CC(C)O.CC(C)O.CC(C)O.CO.CO.

***

Density functional theory data (ωB97M-V/def2-TZVPD) for the molecule C7H13N3O3 in a non-equilibrium geometry.

Each line ends with the Mulliken charge.
Element x y z (Å)
N -0.50058 2.66887 -1.41110  -0.361
C -0.59183 1.61886 -0.65739  0.528
N 0.47023 1.49291 0.18650  -0.699
C 0.35921 0.43240 1.19924  0.586
C 1.42378 0.68818 2.25935  -0.887
C 2.77279 0.67483 1.61144  -0.577
N 3.82882 0.72061 2.65150  0.983
O 4.44672 1.73282 2.82744  -0.583
O 4.01628 -0.28625 3.28385  -0.564
C 0.48361 -0.98390 0.57181  -0.907
O -0.79847 -1.46859 0.15252  -0.432
C -1.36576 -0.74720 -0.96873  -0.516
C -1.80344 0.73219 -0.70951  -0.812
H -1.24748 2.92841 -2.04371  0.217
H 0.30227 3.28004 -1.23577  0.257
H -0.63306 0.45213 1.70322  0.321
H 1.37729 -0.11228 2.98276  0.415
H 1.23763 1.66854 2.73957  0.290
H 2.88023 -0.28054 1.03091  0.241
H 2.81657 1.44907 0.82962  0.353
H 1.19158 -0.92792 -0.26437  0.457
H 0.86616 -1.69594 1.31159  0.336
H -0.66133 -0.84188 -1.79899  0.365
H -2.29330 -1.25540 -1.28931  0.306
H -2.29609 0.74797 0.27688  0.295
H -2.52324 1.07066 -1.48072  0.386

For the molar mass, the calculation gives 187.2 u. As for the total energy: -18079.170 eV. As for the total charge: 0. The HOMO energy is -8.65 eV. As for the orbital gap: 9.25 eV. The structure (SMILES) is NC1=N[C@H](CC[N+](=O)[O-])COCC1.